# 1
{"formula": "C19H21N9O5S3Ti", "method": "wB97M-V/def2-TZVPD", "species": ["Ti", "S", "C", "C", "C", "C", "C", "C", "S", "H", "H", "H", "H", "O", "C", "O", "C", "C", "N", "N", "C", "C", "O", "O", "H", "H", "H", "N", "C", "N", "N", "C", "N", "H", "H", "H", "H", "C", "C", "O", "H", "H", "H", "C", "C", "C", "N", "N", "C", "N", "S", "H", "H", "H", "H", "H", "H", "H"], "positions_angstrom": [[-0.84932, -0.68724, 0.23505], [0.08666, 1.67658, 0.46734], [-1.21821, 2.85332, 0.33562], [-0.92648, 4.21381, 0.44522], [-1.91242, 5.18078, 0.33081], [-3.22672, 4.78517, 0.09944], [-3.52764, 3.43848, -0.01169], [-2.54473, 2.44663, 0.10212], [-2.98871, 0.75976, -0.03607], [0.10405, 4.50270, 0.62122], [-1.65706, 6.23089, 0.42037], [-4.01658, 5.52313, 0.00720], [-4.54879, 3.12030, -0.18949], [-4.11010, -2.81197, 4.66071], [-3.32892, -1.85079, 5.12521], [-3.35829, -1.50598, 6.28703], [-2.42393, -1.19951, 4.14969], [-1.57490, -0.15244, 4.47075], [-0.90745, 0.17479, 3.35611], [-1.27694, -0.58917, 2.33428], [-2.19314, -1.42217, 2.77739], [-2.82911, -2.31154, 1.74083], [-3.67879, -3.13375, 2.11968], [-2.43703, -2.10216, 0.56152], [-3.96956, -2.96370, 3.66365], [-1.42844, 0.36161, 5.40451], [-0.25044, 0.91567, 3.13820], [1.71728, -0.21547, -3.98091], [0.71898, -0.68648, -4.71457], [0.99371, -0.91171, -6.03436], [-0.51456, -0.94501, -4.32076], [-0.65370, -0.87808, -3.00475], [-0.77129, -0.81749, -1.86175], [2.64880, -0.36191, -4.33342], [1.66730, -0.06909, -2.95596], [1.66213, -0.29697, -6.46357], [0.17846, -1.11468, -6.58758], [0.40881, -3.67667, -0.56405], [0.06552, -2.69925, 0.56814], [0.35744, -3.10446, 1.69892], [-0.31570, -4.49423, -0.50805], [1.40633, -4.08724, -0.38943], [0.35141, -3.23248, -1.55800], [4.25286, 1.80974, -2.26937], [4.47611, 0.34208, -1.91833], [3.56024, -0.10954, -0.82268], [2.30755, -0.34678, -1.01344], [1.63781, -0.66596, 0.13514], [2.43207, -0.71985, 1.16856], [1.98072, -1.10906, 2.39692], [4.07047, -0.30400, 0.80995], [4.92428, 2.11627, -3.07443], [4.45140, 2.44737, -1.40797], [3.22109, 1.98430, -2.57760], [5.51098, 0.17114, -1.62115], [4.30490, -0.29414, -2.79320], [1.24396, -1.81554, 2.32623], [2.69760, -1.36796, 3.05476]], "orbital_gap_ev": [2.22, 4.16], "total_charge": -2, "homo_energy_ev": [1.39, -0.57], "e_lumo_ha": [0.133, 0.132], "largest_force_ha_per_bohr": 0.04190, "spin_multiplicity": 3}

***

# 2
{"formula": "C17H22N4O5S", "method": "wB97M-V/def2-TZVPD", "species": ["C", "H", "O", "C", "C", "N", "C", "O", "C", "C", "C", "N", "O", "C", "H", "H", "S", "C", "C", "C", "N", "C", "C", "H", "H", "H", "H", "C", "O", "N", "C", "C", "O", "C", "H", "H", "H", "H", "H", "H", "H", "H", "H", "H", "H", "H", "H", "H", "H"], "positions_angstrom": [[-5.14517, -2.17814, 0.74635], [-4.44936, -2.77341, 0.14420], [-5.75115, -1.15012, 0.00144], [-4.94371, -0.03151, -0.25971], [-3.93581, -0.22259, -1.40977], [-2.77755, -0.99549, -1.02630], [-1.72459, -0.42921, -0.41441], [-1.65246, 0.76790, -0.18120], [-0.65867, -1.39643, -0.05978], [0.58409, -1.30902, 0.53662], [1.03076, -2.67476, 0.55266], [0.12911, -3.45599, 0.02201], [-0.91151, -2.69106, -0.35664], [2.33017, -3.20580, 1.00997], [2.78842, -2.54207, 1.74092], [2.22383, -4.22100, 1.38545], [3.46670, -3.35309, -0.43053], [3.63308, -1.59993, -0.75542], [2.81793, -0.98571, -1.69271], [2.93312, 0.38722, -1.84842], [3.78436, 1.12523, -1.15780], [4.56862, 0.52524, -0.27967], [4.53838, -0.83878, -0.03594], [5.18122, -1.29224, 0.70055], [5.24770, 1.17110, 0.26055], [2.30651, 0.92510, -2.54758], [2.11435, -1.56098, -2.27479], [1.34437, -0.17672, 1.13936], [2.32706, -0.38742, 1.83564], [0.86824, 1.04192, 0.87178], [1.47568, 2.24621, 1.38053], [1.74445, 3.23936, 0.23858], [0.63078, 3.47096, -0.58855], [-0.42970, 4.16670, 0.02181], [-0.07122, 5.07445, 0.52269], [-1.11241, 4.44271, -0.77956], [-0.96868, 3.54515, 0.74399], [2.10473, 4.18379, 0.67474], [2.51226, 2.83067, -0.42399], [0.81233, 2.69700, 2.12807], [2.41798, 1.97574, 1.86129], [0.01368, 1.16161, 0.32937], [-2.78460, -1.99433, -1.16467], [-4.42851, -0.71689, -2.24748], [-3.58277, 0.76575, -1.71518], [-4.40014, 0.27948, 0.64347], [-5.63937, 0.76117, -0.54518], [-4.60980, -1.77795, 1.61517], [-5.95274, -2.82382, 1.08804]], "orbital_gap_ev": 8.86, "total_charge": 0, "de_lowest_kcal_mol": 85.8, "smiles": "COCCNC(=O)c1onc(CSc2ccncc2)c1C(=O)NCCOC", "homo_energy_ev": -9.06, "e_lumo_ha": -0.007, "largest_force_ha_per_bohr": 0.02504, "spin_multiplicity": 1}

***

# 3
{"formula": "C3H15N2O4S", "method": "wB97M-V/def2-TZVPD", "species": ["N", "C", "C", "S", "C", "N", "O", "H", "H", "H", "H", "H", "H", "H", "H", "H", "H", "H", "O", "H", "H", "O", "H", "H", "O"], "positions_angstrom": [[1.38564, 0.26407, -0.41283], [0.18149, 0.87201, 0.41921], [0.33721, 0.57167, 1.92393], [1.83145, 0.97257, 2.83153], [-1.10434, 0.55609, -0.30258], [-2.28804, 0.96718, 0.12128], [-0.93490, -0.28405, -1.17108], [1.63411, 0.95518, -1.10614], [2.23355, 0.05095, 0.26079], [1.06541, -0.54677, -1.00812], [0.30312, 1.91833, 0.50306], [-0.56276, 1.03254, 2.35730], [0.17680, -0.51157, 2.12150], [1.95463, -0.29217, 3.53089], [-3.05031, 0.91349, -0.47819], [-2.38124, 1.70436, 0.71882], [-1.00687, -2.95846, 0.19657], [-0.75750, -3.43075, 1.75118], [-0.86797, -2.57733, 1.13393], [-0.73171, -3.48248, -2.62033], [-1.05459, -1.97599, -1.90399], [-0.84475, -2.92435, -1.78275], [0.76089, 3.14684, -2.55031], [2.28395, 2.47478, -2.42715], [1.43673, 2.58387, -2.10651]], "orbital_gap_ev": 10.15, "total_charge": 1, "de_lowest_kcal_mol": 12.2, "homo_energy_ev": -13.07, "e_lumo_ha": -0.107, "largest_force_ha_per_bohr": 0.08486, "spin_multiplicity": 1}